[1]
Below is a structure of composition C38H31AsNO2OsS at a distorted geometry, with properties calculated with ωB97M-V with the def2-TZVPD basis set.

Computed properties:
<S²>: 6.04
Orbital gap (alpha / beta), eV: 7.52 / 5.46
Net charge: +1
Multiplicity: 5
LUMO level (alpha / beta), eV: -2.75 / -5.13

XYZ file:
```
75
Properties=species:S:1:pos:R:3:forces:R:3:lowdin_charge:R:1
Os -0.6523 0.0678 -0.9412 -1.5 -0.6 0.3 1.2606
C -2.5660 -0.3389 3.1580 0.2 0.2 -0.2 0.0098
C -1.8411 -0.8702 1.9440 -0.2 -0.3 0.3 -0.3467
O -1.2896 0.0051 1.2302 0.2 0.5 -0.8 -0.1704
C -1.8569 -2.2695 1.6522 0.4 0.0 -0.7 -0.0993
C -2.5712 -3.1720 2.4729 -0.1 -0.2 0.0 -0.0281
C -2.7134 -4.4927 2.1453 -0.1 0.2 0.3 -0.0771
C -2.1532 -4.9748 0.9531 0.0 0.1 0.0 -0.0569
C -1.4236 -4.1537 0.1443 0.2 0.1 0.0 -0.0019
C -1.1881 -2.7923 0.4845 -0.6 -0.4 0.8 -0.3607
O -0.3767 -2.1183 -0.2365 0.2 1.1 -1.1 -0.2270
H -2.4506 0.7439 3.1854 0.0 -0.1 0.0 0.0880
H -2.1636 -0.7617 4.0761 0.0 -0.1 0.1 0.0962
H -3.6252 -0.5817 3.0982 0.0 0.0 0.0 0.0987
H -3.0128 -2.8139 3.3894 -0.1 0.1 0.1 0.1089
H -3.2612 -5.1612 2.7926 0.0 0.0 0.0 0.1062
H -2.2994 -6.0089 0.6814 0.0 -0.1 -0.1 0.1127
H -0.9614 -4.5202 -0.7613 0.0 0.0 0.0 0.1194
S 0.1716 -0.0449 -3.0824 -0.4 0.2 0.7 0.6557
C 1.8236 -0.6551 -2.9162 0.2 -0.1 0.4 -0.6406
C 2.4711 -1.0425 -4.0901 -0.2 0.1 0.1 -0.1075
C 3.7786 -1.4848 -4.0524 0.0 0.0 0.1 -0.0573
C 4.4639 -1.5341 -2.8466 0.0 0.0 0.0 -0.0565
C 3.8279 -1.1456 -1.6802 0.0 0.0 0.2 -0.1025
C 2.5061 -0.7170 -1.6950 0.0 -0.1 -0.2 -0.3912
As 1.6629 -0.1135 -0.0499 2.3 -0.2 0.1 1.2578
C 2.8896 1.3557 0.3739 -0.5 0.1 0.0 -0.3493
C 2.8905 2.4262 -0.5181 -0.3 -0.2 -0.1 -0.1283
C 3.7200 3.5120 -0.3026 0.0 0.1 0.0 -0.0718
C 4.5404 3.5461 0.8148 0.0 0.0 0.0 -0.0673
C 4.5355 2.4894 1.7081 0.0 0.0 0.0 -0.0654
C 3.7138 1.3948 1.4919 -0.2 -0.4 0.0 -0.0882
C 2.1041 -1.4445 1.2944 -0.4 0.1 0.1 -0.3638
C 2.5928 -2.7053 0.9779 0.0 0.1 -0.4 -0.0914
C 2.8595 -3.6173 1.9859 0.0 0.0 0.0 -0.0592
C 2.6207 -3.2873 3.3095 0.0 0.0 0.0 -0.0645
C 2.0842 -2.0494 3.6263 0.0 0.0 0.1 -0.0695
C 1.8195 -1.1333 2.6233 -0.1 0.3 -0.2 -0.1313
H 1.9314 -0.9841 -5.0224 0.0 0.0 -0.1 0.1052
H 4.2686 -1.7799 -4.9668 0.0 0.0 -0.1 0.1141
H 5.4906 -1.8653 -2.8175 0.1 0.0 0.0 0.1122
H 4.3592 -1.1657 -0.7335 0.1 0.0 -0.1 0.1132
H 2.2374 2.3893 -1.3899 0.1 0.1 0.0 0.1019
H 3.7257 4.3351 -1.0001 0.0 0.1 -0.1 0.1092
H 5.1804 4.3977 0.9904 0.0 0.1 0.0 0.1111
H 5.1711 2.5165 2.5792 0.1 0.0 0.1 0.1111
H 3.7222 0.5661 2.1907 0.0 0.1 0.0 0.0957
H 2.7597 -2.9782 -0.0579 0.0 0.0 0.1 0.1056
H 3.2563 -4.5900 1.7382 0.0 -0.1 -0.1 0.1114
H 2.8413 -3.9967 4.0935 0.0 0.0 0.0 0.1105
H 1.8754 -1.7995 4.6561 0.0 0.0 0.1 0.1095
H 1.3874 -0.1621 2.8605 0.1 -0.1 0.1 0.1098
N -0.7675 2.5152 -0.1412 0.2 -0.6 0.2 0.0487
C -1.5289 3.3812 -0.9562 -0.6 0.4 -0.4 -0.2551
C -1.0251 4.6290 -1.3057 0.1 -0.2 0.1 -0.0239
C -1.7932 5.5282 -2.0208 -0.1 -0.1 0.0 -0.0651
C -3.0810 5.1803 -2.3975 0.1 0.1 0.0 -0.0657
C -3.5704 3.9252 -2.0966 0.2 0.0 0.1 -0.0203
C -2.8074 2.9943 -1.3905 0.4 0.2 0.1 -0.1303
C -3.3575 1.6390 -1.2014 -0.4 0.0 0.1 -0.1805
C -4.7270 1.5114 -0.9405 0.4 0.2 0.1 -0.0230
C -5.3462 0.2778 -0.9186 0.0 -0.2 0.0 -0.0471
C -4.6249 -0.8698 -1.2091 0.0 0.0 -0.1 -0.0581
C -3.2661 -0.7697 -1.4384 -0.2 -0.4 0.0 -0.1259
C -2.6061 0.4618 -1.3785 0.5 0.2 0.0 -0.2902
H 0.1046 2.9544 0.1493 -0.2 -0.2 0.1 0.0911
H -1.2976 2.1954 0.6684 0.2 0.1 0.1 0.0903
H -0.0218 4.8928 -0.9990 0.1 0.1 0.1 0.1117
H -1.3935 6.4976 -2.2740 0.1 0.1 0.0 0.1103
H -3.6936 5.8821 -2.9377 -0.1 0.1 -0.1 0.1089
H -4.5532 3.6469 -2.4426 -0.1 -0.1 -0.1 0.1170
H -5.2991 2.4002 -0.7177 -0.1 0.1 0.0 0.1201
H -6.3976 0.2113 -0.6888 -0.1 0.0 0.0 0.1139
H -5.1117 -1.8309 -1.2518 -0.1 -0.1 0.0 0.1136
H -2.7122 -1.6732 -1.6726 0.1 0.0 0.1 0.0987
```
Positions in Å, forces in eV/Å.


[2]
Below is a structure of composition C38H31CaF12N3O2S at a distorted geometry, with properties calculated with ωB97M-V with the def2-TZVPD basis set.

Computed properties:
Orbital gap, eV: 4.77
Net charge: -2
LUMO level, eV: 4.01

XYZ file:
```
88
Properties=species:S:1:pos:R:3:forces:R:3:lowdin_charge:R:1
Ca 0.2842 0.0629 -0.1493 -0.9 1.1 -1.0 1.2901
C -5.9530 1.3751 -0.2610 0.0 0.0 0.0 -0.0751
C -4.7289 0.6781 0.2792 0.0 0.1 0.1 -0.2956
C -4.2151 0.9598 1.5446 0.0 0.1 0.0 -0.0686
C -3.0558 0.3723 1.9904 0.1 0.0 -0.1 -0.0439
C -2.2970 -0.5316 1.2001 0.3 -0.4 0.0 -0.2536
N -1.0518 -0.9961 1.5639 -0.3 0.1 0.3 -0.0095
C -0.6708 -1.1274 2.8660 0.1 0.0 -0.3 -0.2180
C -1.6187 -1.3875 3.8929 0.0 0.0 0.1 -0.0442
C -1.2973 -1.4524 5.2331 0.0 0.0 -0.1 -0.0785
C 0.0160 -1.2976 5.6633 0.0 0.0 0.0 -0.3055
C 0.3953 -1.3384 7.1235 0.0 0.0 0.0 -0.0855
C 0.9742 -1.1545 4.6694 0.1 -0.1 -0.2 -0.0262
C 0.7054 -1.1052 3.3012 0.0 -0.1 0.0 -0.0415
C 1.9196 -1.1603 2.3143 -0.3 -0.2 -0.2 -0.3650
O 1.6736 -0.8541 1.0346 1.5 -0.7 1.5 -0.3441
C 3.1088 -0.2471 2.8131 -0.6 -0.2 0.1 -0.5448
F 3.8458 -0.7984 3.8191 0.2 0.0 0.2 0.0985
F 2.6545 0.9279 3.2683 0.0 0.2 0.1 0.1434
F 3.9764 0.0248 1.8447 0.2 0.0 -0.3 0.1521
C 2.4409 -2.6473 2.3191 -0.2 0.4 -0.1 -0.5341
F 2.6392 -3.2154 3.5186 0.1 -0.1 0.3 0.1325
F 3.6197 -2.7596 1.6582 0.2 -0.1 -0.1 0.1146
F 1.5724 -3.4348 1.6683 -0.1 -0.1 -0.1 0.1427
C -2.8324 -0.8451 -0.0933 -0.1 -0.1 0.0 -0.0518
C -4.0289 -0.2307 -0.4913 0.3 -0.2 -0.1 -0.0138
C -2.0957 -1.8708 -1.0255 0.2 0.1 0.1 -0.3608
O -0.7832 -1.6150 -1.2520 -0.5 -0.5 -0.3 -0.2934
C -2.2686 -3.3203 -0.4056 0.1 0.5 -0.2 -0.5363
F -1.3863 -3.5786 0.5510 0.1 0.0 0.1 0.1571
F -2.0747 -4.2934 -1.3451 0.0 -0.2 0.0 0.0980
F -3.4932 -3.5387 0.1010 -0.2 -0.1 0.1 0.1379
C -2.7793 -1.9409 -2.4440 0.1 0.2 0.4 -0.5476
F -2.8529 -0.7285 -3.0156 -0.1 0.1 -0.1 0.1317
F -2.0815 -2.6872 -3.3167 0.2 -0.2 -0.2 0.1189
F -4.0269 -2.4619 -2.4445 -0.3 -0.1 0.0 0.1225
H -6.6221 1.6857 0.5466 0.0 0.0 0.0 0.0618
H -6.5200 0.7216 -0.9305 0.0 0.0 0.0 0.0644
H -5.6979 2.2761 -0.8314 0.1 0.0 0.0 0.0658
H -4.7137 1.6882 2.1797 0.0 0.0 0.0 0.1013
H -2.6581 0.6648 2.9525 0.0 0.0 0.0 0.1029
H -2.6485 -1.5205 3.5887 0.0 0.0 0.0 0.1005
H -2.0857 -1.6320 5.9617 0.0 0.0 0.0 0.0941
H -0.4936 -1.2797 7.7574 0.0 0.0 0.0 0.0580
H 1.0455 -0.5029 7.3991 0.0 0.0 0.0 0.0650
H 0.9271 -2.2576 7.3956 0.0 0.0 0.0 0.0638
H 2.0077 -1.1066 4.9905 0.0 0.0 0.0 0.1083
H -4.4493 -0.4545 -1.4600 0.0 0.0 0.0 0.0985
S -2.1525 4.1207 1.3524 -0.2 0.2 0.1 0.9007
C -1.3193 3.6298 2.7665 0.0 0.0 0.0 -0.4763
C -0.4504 2.6124 2.5100 0.0 -0.2 -0.3 -0.2419
C -0.3993 2.1542 1.1331 -0.2 0.5 0.3 -0.1879
C -1.2898 2.9132 0.4140 0.1 -0.2 -0.6 -0.5548
C -1.5542 2.7918 -1.0370 0.3 -0.2 0.4 -0.2826
C -2.3538 3.6918 -1.7520 -0.1 0.1 -0.1 -0.0591
C -2.4802 3.5554 -3.1203 0.0 0.0 0.0 -0.0983
C -1.8095 2.5309 -3.7769 0.0 0.0 0.1 -0.0922
C -1.0635 1.6631 -2.9985 0.0 -0.1 0.3 -0.1546
N -0.9523 1.7667 -1.6748 -0.1 0.3 -0.2 0.0700
H -1.5275 4.1099 3.7154 0.0 0.0 -0.1 0.0401
H 0.1426 2.1654 3.3037 0.0 0.0 -0.1 0.0784
H -2.8559 4.4952 -1.2273 0.0 0.0 0.0 0.0747
H -3.0947 4.2529 -3.6787 0.0 0.0 0.0 0.0912
H -1.8725 2.3945 -4.8485 0.0 0.0 0.0 0.0867
H -0.5374 0.8221 -3.4411 0.0 0.0 0.0 0.1039
C 1.0840 -2.6894 -3.4359 0.3 -0.1 0.1 0.0084
N 2.0487 -3.2115 -2.4126 -0.3 0.1 0.1 -0.1619
C 1.4133 -4.2800 -1.5851 0.1 0.2 -0.2 0.0069
C 2.5526 -2.1160 -1.4812 0.1 0.1 -0.1 -0.1098
C 2.9632 -0.8751 -2.2311 -0.1 0.0 0.1 -0.3011
C 4.0684 -0.9442 -3.0889 0.0 0.1 0.0 -0.1044
C 4.4299 0.1641 -3.8460 -0.2 0.0 0.1 -0.1432
C 3.6768 1.3318 -3.7062 0.0 -0.2 0.1 -0.1376
C 2.5999 1.3670 -2.8223 0.0 0.1 0.0 -0.1573
C 2.1693 0.2763 -2.0338 0.2 -0.1 -0.4 -0.0942
H 0.6958 -3.5513 -3.9766 -0.1 0.0 -0.1 0.0936
H 1.6300 -2.0118 -4.0884 -0.1 0.0 0.0 0.0965
H 0.2908 -2.1705 -2.8944 -0.1 0.0 0.1 0.0717
H 2.8576 -3.5759 -2.9065 0.0 -0.1 0.0 0.1571
H 0.5576 -3.8215 -1.0904 0.0 0.0 0.0 0.0848
H 2.1326 -4.6192 -0.8437 0.0 0.0 0.0 0.0975
H 1.0906 -5.0904 -2.2351 0.0 0.0 0.0 0.0943
H 3.3452 -2.5763 -0.8876 0.1 0.0 -0.1 0.1279
H 1.7260 -1.9248 -0.8085 0.1 0.0 0.1 0.0711
H 4.6676 -1.8548 -3.1597 0.0 0.0 0.0 0.0899
H 5.2826 0.1283 -4.5138 0.0 0.0 0.0 0.0750
H 3.9412 2.2148 -4.2820 0.0 0.0 0.0 0.0777
H 2.0552 2.3096 -2.7449 0.0 0.0 0.0 0.0720
```
Positions in Å, forces in eV/Å.


Energy readings, ordered: -4396.2597, -4055.7224 Eh
Energy above the lowest of the compared OMol25 structures with the same formula, charge and spin readings, ordered: 0.655, 0.217 eV